{"formula": "C3H11N2", "method": "wB97M-V/def2-TZVPD", "relative_energy_ev": 0.681, "spin_multiplicity": 2, "energy_ev": -6266.9994, "s2": 0.7534, "elements": ["C", "N", "H", "H", "H", "H", "H", "H", "C", "C", "N", "H", "H", "H", "H", "H"], "coordinates": [[-2.042, 0.838, 0.179], [-1.628, -0.529, -0.310], [-2.456, 1.427, -0.640], [-1.259, 1.404, 0.682], [-2.822, 0.644, 0.902], [-1.762, -0.580, -1.318], [0.058, -0.363, -0.194], [-2.347, -1.120, 0.087], [1.903, -1.272, 0.090], [1.561, 1.114, -0.010], [1.081, -0.122, -0.264], [1.841, -2.070, -0.656], [2.884, -0.854, 0.297], [1.485, -1.805, 0.968], [0.886, 1.938, 0.193], [2.616, 1.352, -0.005]], "lowdin_charge": [-0.1292, -0.0747, 0.0739, 0.0517, 0.0644, 0.0809, 0.0412, 0.0687, -0.1226, -0.1168, -0.1856, 0.0670, 0.0668, 0.0753, 0.0123, 0.0263]}